Entry 1:
Density functional theory data (the ωB97M-V functional and the def2-TZVPD basis) for an isolated molecule of C2H6N4S.

Results
Relative energy (zero: lowest compared OMol25 entry of this formula, charge and spin)   43.1 kcal per mole
E_LUMO   0.627 eV
HOMO   -8.65 eV
Gap between HOMO and LUMO   9.28 eV

ORCA input file:
```
! RIJCOSX wB97M-V def2-TZVPD def2/J DEFGRID3
* xyz 0 1
H 0.703 2.673 -0.237
N 0.618 1.658 -0.351
C -0.549 1.249 -0.075
N -0.919 -0.076 -0.183
S -2.562 -0.487 0.061
C -0.086 -1.131 -0.700
N 1.099 -1.435 -0.367
N 1.746 -0.752 0.619
H -1.398 1.865 0.288
H -2.476 -1.041 1.291
H -0.570 -1.771 -1.426
H 1.672 0.271 0.490
H 2.721 -1.023 0.590
*
```

Entry 2:
Density functional theory data (the ωB97M-V functional and the def2-TZVPD basis) for an isolated molecule of C7H7I2NO at a distorted geometry.

Results
Relative energy (zero: lowest compared OMol25 entry of this formula, charge and spin)   5.9 kcal per mole
E_LUMO (spin up / spin down)   -0.357 / -0.356 eV
HOMO (spin up / spin down)   -7.26 / -7.26 eV
Gap between HOMO and LUMO (spin up / spin down)   6.90 / 6.90 eV

ORCA input file:
```
! RIJCOSX wB97M-V def2-TZVPD def2/J DEFGRID3
* xyz 0 1
C 0.754 -2.000 -2.254
C 1.807 -1.548 -2.953
C 0.400 -1.022 -1.120
C -0.374 0.243 -1.206
C -0.574 0.599 0.276
C 0.612 -0.075 0.980
C 0.367 -3.455 -2.836
N 0.909 -1.173 0.088
O 0.804 -3.960 -3.798
I 2.866 0.256 -2.702
I -1.116 -4.430 -1.574
H 0.207 1.015 -1.721
H -1.309 0.110 -1.751
H -0.606 1.670 0.450
H -1.507 0.158 0.633
H 1.476 0.593 1.075
H 0.354 -0.460 1.969
H 1.480 -1.958 0.361
*
```

Entry 3:
Density functional theory data (the ωB97M-V functional and the def2-TZVPD basis) for a structure of composition C4H8N2O.

Results
Relative energy (zero: lowest compared OMol25 entry of this formula, charge and spin)   88.6 kcal per mole
E_LUMO   0.488 eV
HOMO   -8.28 eV
Gap between HOMO and LUMO   8.77 eV

ORCA input file:
```
! RIJCOSX wB97M-V def2-TZVPD def2/J DEFGRID3
* xyz 0 1
N -0.844 -1.161 -1.466
C -1.170 -1.368 -0.163
O -1.888 -2.272 0.221
C -0.611 -0.348 0.832
N 0.295 0.640 0.295
C 1.605 0.527 -0.039
C 0.145 1.958 0.024
H -1.102 -1.879 -2.125
H -0.084 -0.544 -1.702
H -1.458 0.166 1.294
H -0.101 -0.917 1.619
H 2.332 0.123 0.669
H 1.921 0.716 -1.057
H 0.733 2.676 0.577
H -0.662 2.316 -0.621
*
```

Entry 4:
Density functional theory data (the ωB97M-V functional and the def2-TZVPD basis) for a cluster of 2 separate species, C3H10N2O in total at a distorted geometry.

Results
Relative energy (zero: lowest compared OMol25 entry of this formula, charge and spin)   96.2 kcal per mole
E_LUMO   0.993 eV
HOMO   -8.58 eV
Gap between HOMO and LUMO   9.57 eV

ORCA input file:
```
! RIJCOSX wB97M-V def2-TZVPD def2/J DEFGRID3
* xyz 0 1
C -1.637 1.634 -0.050
O -0.452 1.058 0.396
H 0.981 0.755 -0.832
H -2.083 1.140 -0.931
H -2.393 1.643 0.754
H -1.498 2.686 -0.341
C -0.616 -1.603 -0.338
N 2.600 0.076 0.134
C 0.351 -0.687 0.339
N 1.318 -0.144 -0.434
H 2.457 0.693 0.938
H 2.941 -0.821 0.468
H 0.609 -0.931 1.374
H -0.179 -2.601 -0.430
H -0.882 -1.209 -1.316
H -1.516 -1.689 0.270
*
```

Entry 5:
Density functional theory data (the ωB97M-V functional and the def2-TZVPD basis) for an isolated molecule of C5H8N4.

Results
Relative energy (zero: lowest compared OMol25 entry of this formula, charge and spin)   27.9 kcal per mole
E_LUMO   0.612 eV
HOMO   -8.27 eV
Gap between HOMO and LUMO   8.88 eV

ORCA input file:
```
! RIJCOSX wB97M-V def2-TZVPD def2/J DEFGRID3
* xyz 0 1
C -1.701 0.014 -0.758
C -0.293 0.501 -0.389
N 0.393 0.901 -1.609
C -0.428 1.660 0.483
N -0.544 2.547 1.193
C 0.486 -0.565 0.401
N 0.386 -1.900 -0.076
C 1.272 -0.176 1.369
N 2.185 0.244 2.062
H -1.628 -0.829 -1.440
H -2.231 0.821 -1.258
H -2.255 -0.276 0.132
H 0.563 0.083 -2.184
H 1.285 1.337 -1.400
H -0.556 -2.268 0.005
H 1.028 -2.509 0.416
H 2.038 0.414 3.052
*
```

Entry 6:
Density functional theory data (the ωB97M-V functional and the def2-TZVPD basis) for an isolated molecule of C18H27N3O6S.

Results
Relative energy (zero: lowest compared OMol25 entry of this formula, charge and spin)   26.0 kcal per mole
E_LUMO   0.726 eV
HOMO   -8.65 eV
Gap between HOMO and LUMO   9.37 eV

ORCA input file:
```
! RIJCOSX wB97M-V def2-TZVPD def2/J DEFGRID3
* xyz 0 1
C -6.116 -4.402 1.544
C -6.154 -3.099 0.758
O -4.849 -2.556 0.573
C -4.354 -1.851 1.620
O -4.954 -1.669 2.655
N -3.131 -1.341 1.355
C -2.380 -0.687 2.404
C -1.236 -1.612 2.844
N -0.412 -1.941 1.700
C 0.756 -1.369 1.333
O 1.297 -1.650 0.277
C 1.475 -0.442 2.313
N 2.090 0.602 1.522
C 3.151 1.346 2.154
S 0.976 1.601 0.742
O -0.235 0.844 0.567
O 0.856 2.852 1.441
C 1.777 1.868 -0.823
C 2.110 0.768 -1.587
C 2.741 0.947 -2.806
C 3.039 2.235 -3.253
O 3.652 2.527 -4.421
C 4.027 1.475 -5.294
C 4.676 2.104 -6.517
C 2.696 3.337 -2.460
C 2.066 3.153 -1.248
C -1.183 -2.617 0.670
C -2.318 -1.694 0.212
H -5.457 -5.118 1.057
H -5.754 -4.212 2.551
H -7.116 -4.822 1.603
H -6.535 -3.259 -0.253
H -6.776 -2.365 1.279
H -1.959 0.240 2.004
H -3.057 -0.478 3.233
H -1.658 -2.549 3.226
H -0.654 -1.155 3.640
H 0.817 -0.016 3.077
H 2.270 -1.018 2.799
H 3.966 0.669 2.407
H 3.505 2.083 1.436
H 2.811 1.871 3.054
H 1.878 -0.218 -1.215
H 2.998 0.082 -3.395
H 3.141 0.897 -5.588
H 4.736 0.804 -4.791
H 4.979 1.329 -7.214
H 3.972 2.771 -7.008
H 5.548 2.680 -6.220
H 2.936 4.323 -2.823
H 1.792 3.985 -0.619
H -1.588 -3.546 1.084
H -0.513 -2.842 -0.160
H -1.876 -0.776 -0.188
H -2.937 -2.177 -0.542
*
```

Entry 7:
Density functional theory data (the ωB97M-V functional and the def2-TZVPD basis) for a structure of composition C27H21I2N2O6SeTeV at a distorted geometry.

Results
⟨S²⟩   1.232
Relative energy (zero: lowest compared OMol25 entry of this formula, charge and spin)   7.7 kcal per mole
E_LUMO (spin up / spin down)   0.519 / 0.453 eV
HOMO (spin up / spin down)   -5.32 / -4.26 eV
Gap between HOMO and LUMO (spin up / spin down)   5.84 / 4.71 eV

ORCA input file:
```
! RIJCOSX wB97M-V def2-TZVPD def2/J DEFGRID3
* xyz -1 2
V -0.939 0.284 -2.433
O 0.891 1.412 0.379
C 0.224 2.650 0.616
C -0.842 2.854 -0.495
O -1.443 3.910 -0.534
O -1.035 1.859 -1.281
C -0.550 2.607 1.932
C -0.764 1.404 2.588
C -1.525 1.361 3.751
C -2.077 2.522 4.265
C -1.866 3.730 3.610
C -1.110 3.773 2.452
C 1.267 3.759 0.578
C 2.048 3.998 1.705
C 3.091 4.914 1.664
C 3.362 5.602 0.492
C 2.590 5.365 -0.637
C 1.551 4.449 -0.596
H 1.766 1.461 0.780
H -0.341 0.495 2.181
H -1.692 0.413 4.247
H -2.675 2.488 5.168
H -2.301 4.642 3.999
H -0.966 4.708 1.926
H 1.826 3.474 2.628
H 3.686 5.091 2.551
H 4.173 6.318 0.456
H 2.799 5.893 -1.559
H 0.957 4.271 -1.482
O -2.884 -2.093 -3.159
N -2.114 -1.175 -3.367
O -0.855 -1.323 -3.667
O -2.501 0.080 -3.560
I -3.344 -0.206 0.060
I -5.459 0.504 1.586
Se 1.649 0.654 -2.698
C 1.963 -0.125 -4.325
N 2.163 -0.610 -5.354
Te -0.157 -1.603 -0.269
C -1.471 -3.232 0.064
C -1.925 -3.455 1.359
C -2.780 -4.517 1.620
C -3.168 -5.361 0.589
C -2.705 -5.141 -0.700
C -1.858 -4.075 -0.969
C 1.385 -2.792 -1.097
C 2.376 -3.242 -0.233
C 3.408 -4.034 -0.716
C 3.451 -4.369 -2.062
C 2.464 -3.911 -2.923
C 1.427 -3.121 -2.445
H -1.623 -2.793 2.161
H -3.141 -4.682 2.627
H -3.836 -6.189 0.792
H -3.015 -5.792 -1.508
H -1.531 -3.886 -1.981
H 2.345 -2.972 0.816
H 4.181 -4.381 -0.043
H 4.261 -4.979 -2.442
H 2.505 -4.150 -3.978
H 0.679 -2.740 -3.125
*
```

Entry 8:
Density functional theory data (the ωB97M-V functional and the def2-TZVPD basis) for a cluster of 2 separate species, C4H7Cl2 in total at a distorted geometry.

Results
⟨S²⟩   0.755
Relative energy (zero: lowest compared OMol25 entry of this formula, charge and spin)   22.0 kcal per mole
E_LUMO (spin up / spin down)   -1.129 / -1.131 eV
HOMO (spin up / spin down)   -7.11 / -10.78 eV
Gap between HOMO and LUMO (spin up / spin down)   5.98 / 9.65 eV

ORCA input file:
```
! RIJCOSX wB97M-V def2-TZVPD def2/J DEFGRID3
* xyz 0 2
Cl -0.532 1.713 0.669
Cl 1.454 1.366 0.693
C -2.689 -1.104 1.115
C -1.966 -2.260 1.837
C -3.400 -2.374 1.271
C -0.966 -2.866 1.049
H -3.028 -0.257 1.715
H -2.284 -0.861 0.133
H -1.900 -2.179 2.927
H -4.226 -2.395 1.985
H -3.494 -3.012 0.395
H -1.192 -2.893 -0.013
H -0.087 -3.351 1.449
*
```

Entry 9:
Density functional theory data (the ωB97M-V functional and the def2-TZVPD basis) for an isolated molecule of C6H11NO at a distorted geometry.

Results
Relative energy (zero: lowest compared OMol25 entry of this formula, charge and spin)   22.0 kcal per mole
E_LUMO   0.895 eV
HOMO   -9.55 eV
Gap between HOMO and LUMO   10.45 eV

ORCA input file:
```
! RIJCOSX wB97M-V def2-TZVPD def2/J DEFGRID3
* xyz 0 1
C 2.141 0.924 0.777
C 1.884 -0.380 0.676
C 1.129 -0.975 -0.472
C -0.103 -0.241 -1.011
C -0.734 -1.074 -2.124
N -1.118 -0.025 0.018
C -1.183 1.024 0.879
O -1.993 1.079 1.780
H 1.778 1.576 0.003
H 2.721 1.306 1.601
H 2.273 -1.021 1.453
H 0.776 -1.982 -0.200
H 1.798 -1.203 -1.300
H 0.185 0.704 -1.421
H -0.933 -2.077 -1.762
H -1.664 -0.621 -2.436
H -0.082 -1.051 -2.998
H -1.778 -0.767 0.212
H -0.471 1.836 0.691
*
```

Entry 10:
Density functional theory data (the ωB97M-V functional and the def2-TZVPD basis) for a structure of composition C27H18N5O8PtSSe at a distorted geometry.

Results
⟨S²⟩   6.093
Relative energy (zero: lowest compared OMol25 entry of this formula, charge and spin)   0.0 kcal per mole
E_LUMO (spin up / spin down)   -3.567 / -6.636 eV
HOMO (spin up / spin down)   -8.68 / -11.79 eV
Gap between HOMO and LUMO (spin up / spin down)   5.12 / 5.16 eV

ORCA input file:
```
! RIJCOSX wB97M-V def2-TZVPD def2/J DEFGRID3
* xyz 1 5
Pt 0.862 2.707 1.316
C -3.835 -9.813 -0.912
O -3.937 -8.666 -1.808
C -3.266 -7.539 -1.521
C -3.516 -6.471 -2.450
C -2.926 -5.254 -2.277
C -2.097 -4.978 -1.197
C -1.887 -6.026 -0.234
C -2.422 -7.263 -0.422
C -1.584 -3.697 -0.867
N -1.212 -3.390 0.372
C -0.701 -2.149 0.317
C -0.830 -1.611 -1.005
N -1.417 -2.635 -1.719
C -0.572 -0.258 -1.311
C -0.799 0.340 -2.557
C -0.636 1.705 -2.600
C -0.237 2.439 -1.495
N 0.009 1.847 -0.299
C -0.275 0.548 -0.120
C -0.038 -0.037 1.162
N 0.382 0.900 2.049
C 0.902 0.448 3.355
C 0.754 -1.070 3.466
C 0.267 -1.960 2.574
C -0.186 -1.418 1.368
H -4.062 -10.689 -1.489
H -4.551 -9.678 -0.104
H -2.790 -9.858 -0.497
H -4.254 -6.664 -3.176
H -3.167 -4.509 -3.072
H -1.192 -5.809 0.565
H -2.300 -8.053 0.329
H -1.819 -2.543 -2.675
H -1.119 -0.288 -3.371
H -0.820 2.249 -3.520
H 0.021 3.517 -1.585
H 0.167 0.886 4.098
H 1.203 -1.414 4.426
H 0.134 -3.045 2.749
O 2.217 0.665 3.709
Se 3.050 2.213 3.458
O 3.937 2.352 2.055
O 1.651 3.225 3.158
O 3.521 2.525 5.015
O 2.920 3.608 -0.893
C 2.387 4.594 -0.350
N 1.468 4.464 0.673
S 1.133 5.933 1.469
O -0.291 6.202 1.477
O 1.864 6.109 2.671
C 1.925 6.832 0.163
C 1.985 8.218 0.153
C 2.951 8.797 -0.669
C 3.731 7.956 -1.468
C 3.598 6.556 -1.578
C 2.673 6.001 -0.666
H 1.399 8.718 0.897
H 3.064 9.867 -0.679
H 4.511 8.432 -2.132
H 4.054 5.933 -2.331
*
```

Entry 11:
Density functional theory data (the ωB97M-V functional and the def2-TZVPD basis) for a structure of composition C31H46GeInN9O2Se.

Results
Relative energy (zero: lowest compared OMol25 entry of this formula, charge and spin)   0.0 kcal per mole
E_LUMO   -4.338 eV
HOMO   -11.70 eV
Gap between HOMO and LUMO   7.36 eV

ORCA input file:
```
! RIJCOSX wB97M-V def2-TZVPD def2/J DEFGRID3
* xyz 2 1
In 0.452 0.563 0.544
C 0.308 7.004 4.006
C 0.402 5.859 3.030
C 0.789 6.047 1.706
C 0.906 4.986 0.834
C 0.616 3.664 1.206
N 0.822 2.611 0.311
C 1.057 2.872 -1.065
C 0.243 3.676 -1.866
C 0.536 3.896 -3.202
C 1.640 3.301 -3.815
C 1.952 3.524 -5.272
C 2.431 2.468 -3.039
C 2.156 2.267 -1.693
N 3.062 1.434 -0.949
C 4.408 1.389 -1.042
C 4.861 0.408 -0.190
C 3.706 -0.106 0.407
N 2.627 0.520 -0.056
C 0.254 3.478 2.548
C 0.167 4.558 3.426
N 0.017 2.170 3.126
C -0.636 1.943 4.281
C -0.360 0.659 4.697
C 0.472 0.141 3.708
N 0.713 1.048 2.758
H 0.185 7.952 3.483
H 1.213 7.078 4.613
H -0.536 6.880 4.685
H 1.028 7.046 1.356
H 1.252 5.175 -0.173
H -0.615 4.155 -1.411
H -0.109 4.543 -3.787
H 1.374 4.355 -5.673
H 1.716 2.638 -5.865
H 3.010 3.744 -5.421
H 3.285 1.968 -3.486
H 4.941 2.062 -1.694
H 5.884 0.118 -0.016
H 3.600 -0.885 1.147
H -0.063 4.376 4.470
H -1.242 2.703 4.742
H -0.704 0.176 5.597
H 0.899 -0.846 3.617
N -1.906 0.230 1.119
C -2.024 -1.098 1.808
C -3.459 -1.625 1.836
C -3.760 -2.664 2.927
C -3.432 -4.137 2.655
N -4.483 -4.830 1.886
C -4.467 -5.185 0.605
N -5.476 -5.926 0.127
N -3.490 -4.809 -0.205
C -0.964 -2.010 1.168
O -1.275 -3.088 0.676
O 0.234 -1.528 1.199
H -2.291 0.953 1.718
H -2.466 0.232 0.271
H -1.690 -0.915 2.827
H -3.745 -1.993 0.845
H -4.091 -0.759 2.043
H -4.827 -2.616 3.156
H -3.241 -2.363 3.841
H -3.358 -4.669 3.600
H -2.480 -4.254 2.146
H -5.297 -5.103 2.411
H -6.202 -6.275 0.728
H -5.491 -6.222 -0.833
H -2.734 -4.201 0.103
H -3.443 -5.182 -1.138
C 2.543 -4.036 -0.979
Ge 1.792 -3.378 -2.646
C 0.015 -4.138 -2.889
C 2.977 -3.677 -4.156
C 1.629 -1.403 -2.519
Se -0.097 -0.825 -1.833
C -0.573 0.457 -3.219
H 2.468 -5.126 -0.967
H 1.991 -3.643 -0.121
H 3.597 -3.768 -0.881
H 0.103 -5.225 -2.961
H -0.475 -3.770 -3.793
H -0.600 -3.893 -2.018
H 3.154 -4.745 -4.293
H 3.939 -3.193 -3.978
H 2.547 -3.278 -5.076
H 1.739 -0.944 -3.501
H 2.411 -1.023 -1.867
H -0.590 -0.075 -4.166
H 0.139 1.274 -3.243
H -1.569 0.832 -2.996
*
```

Entry 12:
Density functional theory data (the ωB97M-V functional and the def2-TZVPD basis) for a cluster of 2 separate species, C3H6FNO3 in total at a distorted geometry.

Results
Relative energy (zero: lowest compared OMol25 entry of this formula, charge and spin)   118.7 kcal per mole
E_LUMO (spin up / spin down)   0.378 / 0.401 eV
HOMO (spin up / spin down)   -7.48 / -7.81 eV
Gap between HOMO and LUMO (spin up / spin down)   7.86 / 8.22 eV

ORCA input file:
```
! RIJCOSX wB97M-V def2-TZVPD def2/J DEFGRID3
* xyz 0 1
C 0.658 1.260 0.058
C -1.092 -0.774 2.408
C 1.103 0.395 -2.236
N 0.117 0.179 0.523
O 1.040 2.349 0.253
O -0.121 0.306 -2.850
O -0.476 0.364 1.870
F 1.571 -0.886 -1.888
H -1.883 -0.975 1.720
H -1.565 -0.383 3.259
H -0.459 -1.670 2.619
H 1.950 0.888 -2.747
H -0.398 -0.423 -0.224
H -0.444 -0.628 -2.766
*
```

Number 1: energy -696.9573 a.u.. Number 2: energy -996.1877 a.u.. Number 3: energy -341.8624 a.u.. Number 4: energy -304.9214 a.u.. Number 5: energy -414.2876 a.u.. Number 6: energy -1716.0098 a.u.. Number 7: energy -5811.2891 a.u.. Number 8: energy -1076.8547 a.u.. Number 9: energy -365.1965 a.u.. Number 10: energy -4833.8267 a.u.. Number 11: energy -6520.2767 a.u.. Number 12: energy -498.0484 a.u..